# 1
Computed, not measured: C39H28BrF6N9O7PReS2 as an isolated structure at a distorted geometry, with wB97M-V/def2-TZVPD.

Output
Total energy, a.u.: -6911.975635
Frontier orbital gap (alpha / beta), eV: 2.3 / 2.3
E_LUMO (alpha / beta), eV: -4.37 / -4.32
Highest occupied orbital energy (alpha / beta), eV: -6.668 / -6.668

XYZ file:
```
94
C39H28BrF6N9O7PReS2 (wB97M-V/def2-TZVPD)
Re 0.67 0.88 0.34
O 0.52 1.11 4.44
C 0.81 1.26 3.28
O 0.48 0.43 2.31
C 1.64 2.38 2.77
C 2.31 3.25 3.60
C 3.15 4.19 3.03
C 3.28 4.21 1.65
C 2.56 3.31 0.89
N 1.74 2.41 1.45
H 2.16 3.16 4.67
H 3.72 4.88 3.64
H 3.93 4.91 1.15
H 2.67 3.29 -0.18
C 7.01 2.73 -0.46
C 6.04 1.95 0.38
C 6.21 1.80 1.76
C 5.21 1.13 2.44
N 4.15 0.61 1.84
C 4.10 0.76 0.51
S 2.77 -0.02 -0.36
N 4.98 1.42 -0.24
H 8.02 2.69 -0.05
H 6.69 3.77 -0.50
H 7.00 2.34 -1.48
H 7.08 2.19 2.26
H 5.26 1.01 3.52
O -9.65 -1.15 1.71
S -8.43 -0.63 2.27
O -7.47 -1.68 2.59
O -8.66 0.25 3.41
C -7.65 0.44 1.04
N -8.43 1.07 0.18
C -7.80 1.88 -0.66
C -6.43 2.06 -0.64
C -5.71 1.36 0.31
N -6.34 0.54 1.16
C -4.23 1.44 0.46
C -3.59 0.63 1.40
C -2.21 0.65 1.47
N -1.45 1.41 0.67
C -2.07 2.24 -0.19
C -3.45 2.28 -0.31
H -8.42 2.41 -1.38
H -5.95 2.72 -1.35
H -4.17 -0.01 2.04
H -1.69 0.03 2.18
H -1.46 2.88 -0.79
H -3.88 2.95 -1.04
Br 4.47 4.64 -6.18
C 3.26 4.25 -4.77
C 2.50 5.28 -4.23
C 1.65 5.00 -3.18
C 1.56 3.71 -2.68
C 2.31 2.68 -3.24
C 3.17 2.95 -4.30
C 0.72 3.47 -1.48
O 0.04 4.31 -0.94
O 0.85 2.22 -1.01
H 2.58 6.28 -4.63
H 1.04 5.78 -2.73
H 2.22 1.67 -2.87
H 3.76 2.17 -4.75
N -1.20 -6.13 -0.22
C -0.99 -7.48 -0.01
C -1.60 -8.62 -0.52
C -1.12 -9.83 -0.07
C -0.07 -9.90 0.87
C 0.53 -8.77 1.37
C 0.06 -7.53 0.92
N 0.47 -6.26 1.25
C -0.29 -5.46 0.56
C -0.19 -4.00 0.59
C -1.10 -3.17 -0.04
C -0.90 -1.80 -0.02
N 0.16 -1.24 0.58
C 1.01 -2.04 1.26
C 0.86 -3.41 1.29
H -1.85 -5.73 -0.87
H -2.40 -8.57 -1.24
H -1.56 -10.75 -0.43
H 0.27 -10.88 1.20
H 1.34 -8.82 2.09
H -1.97 -3.54 -0.55
H -1.61 -1.15 -0.50
H 1.81 -1.56 1.80
H 1.56 -4.03 1.83
F -0.06 0.02 -1.60
P -0.95 0.06 -3.12
F 0.46 0.21 -3.84
F -1.04 1.66 -2.95
F -0.80 -1.53 -3.12
F -1.77 0.08 -4.47
F -2.28 -0.09 -2.22
```

***

# 2
Computed, not measured: C39H28ILuN8O2 as an isolated structure at a distorted geometry, with wB97M-V/def2-TZVPD.

Output
Total energy, a.u.: -3624.842458
Frontier orbital gap, eV: 6.5
E_LUMO, eV: -0.24
Highest occupied orbital energy, eV: -6.777

XYZ file:
```
79
C39H28ILuN8O2 (wB97M-V/def2-TZVPD)
Lu 0.35 -0.29 1.20
C -2.89 -0.73 -2.13
C -2.14 -0.94 -0.93
N -0.79 -0.87 -0.87
C -0.12 -0.84 -2.05
C -0.72 -0.67 -3.36
C -2.20 -0.61 -3.32
C 0.07 -0.82 -4.47
C 1.37 -1.25 -4.31
C 2.03 -1.27 -3.08
C 1.34 -0.99 -1.89
N 1.71 -1.13 -0.59
C 3.01 -1.23 -0.15
C 4.22 -1.04 -0.83
C 5.47 -1.40 -0.30
C 5.61 -1.87 0.94
C 4.44 -2.10 1.69
C 4.49 -2.66 3.00
C 3.33 -2.89 3.72
C 2.11 -2.53 3.14
N 2.03 -2.00 1.90
C 3.19 -1.77 1.23
H -3.94 -0.57 -2.08
H -2.67 -0.97 -0.02
H -2.75 -0.26 -4.19
H -0.38 -0.86 -5.49
H 1.86 -1.68 -5.17
H 3.05 -1.58 -3.04
H 4.13 -0.71 -1.82
H 6.38 -1.37 -0.83
H 6.59 -2.03 1.35
H 5.46 -2.82 3.46
H 3.36 -3.27 4.72
H 1.22 -2.62 3.66
I -2.05 1.66 2.07
C -2.94 0.04 3.16
C -4.07 0.35 3.94
C -4.73 -0.61 4.67
C -4.22 -1.90 4.70
C -3.22 -2.27 3.77
C -2.71 -3.60 3.72
C -1.53 -3.91 3.07
C -0.87 -2.94 2.33
C -1.23 -1.62 2.28
C -2.41 -1.26 3.03
H -4.41 1.41 3.93
H -5.60 -0.33 5.24
H -4.81 -2.64 5.17
H -3.30 -4.33 4.28
H -1.14 -4.91 3.05
H 0.02 -3.32 1.78
N 0.58 0.30 3.69
N 1.94 0.68 4.00
C 2.60 1.29 2.85
O 3.52 2.05 3.09
O 2.13 0.93 1.70
H -0.07 0.96 4.10
H 0.37 -0.66 3.97
H 1.93 1.31 4.84
N -4.69 5.16 -6.77
C -3.77 5.05 -6.11
C -2.72 4.69 -5.16
C -2.77 5.21 -3.88
C -1.94 4.66 -2.94
C -1.10 3.61 -3.28
C -0.98 3.14 -4.58
C -1.75 3.76 -5.57
N -0.23 2.93 -2.33
C 1.16 2.92 -2.26
C 1.50 2.20 -1.19
N 0.36 1.90 -0.45
C -0.65 2.31 -1.18
H -3.36 6.04 -3.61
H -1.84 5.12 -1.97
H -0.22 2.44 -4.88
H -1.63 3.59 -6.60
H 1.69 3.28 -3.11
H 2.50 1.87 -0.82
H -1.60 2.09 -0.82
```

***

# 3
Computed, not measured: C39H29Cl2HfN8O4 as an isolated structure at a distorted geometry, with wB97M-V/def2-TZVPD.

Output
Total energy, a.u.: -3211.161462
Frontier orbital gap, eV: 7.5
E_LUMO, eV: -2.93
Net charge: +1
Highest occupied orbital energy, eV: -10.412

XYZ file:
```
83
C39H29Cl2HfN8O4 (wB97M-V/def2-TZVPD)
Hf 0.77 -0.30 -0.08
O -1.75 1.63 4.66
C -2.11 2.47 3.68
C -2.97 3.51 4.02
C -3.39 4.42 3.07
C -2.95 4.32 1.75
C -2.09 3.30 1.41
C -1.65 2.36 2.35
C -0.74 1.29 1.93
O -0.32 1.31 0.68
N -0.40 0.35 2.76
N 0.49 -0.52 2.14
C 0.98 -1.47 2.85
C 2.08 -2.28 2.39
C 2.40 -3.46 3.08
C 3.51 -4.20 2.74
C 4.35 -3.74 1.72
C 4.07 -2.56 1.05
C 2.93 -1.83 1.35
O 2.64 -0.71 0.68
H -1.15 0.94 4.29
H -3.30 3.58 5.05
H -4.06 5.22 3.36
H -3.28 5.04 1.01
H -1.72 3.21 0.40
H 0.60 -1.61 3.86
H 1.76 -3.78 3.89
H 3.74 -5.12 3.26
H 5.23 -4.31 1.46
H 4.74 -2.20 0.28
C 3.06 0.39 -2.46
N 2.36 -0.82 -2.00
C 1.66 -1.54 -3.07
C 0.30 -0.92 -3.19
N -0.17 -0.12 -2.26
C -1.42 0.30 -2.73
C -2.33 1.20 -2.18
C -3.49 1.43 -2.88
C -3.75 0.79 -4.10
C -2.84 -0.09 -4.67
C -1.67 -0.31 -3.95
N -0.55 -1.08 -4.22
C 2.95 1.49 -1.44
N 1.82 2.15 -1.26
C 2.12 3.05 -0.23
C 1.31 4.01 0.37
C 1.87 4.77 1.37
C 3.21 4.61 1.76
C 4.03 3.67 1.17
C 3.45 2.90 0.16
N 3.96 1.89 -0.64
H 2.56 0.75 -3.36
H 4.10 0.19 -2.71
H 2.99 -1.45 -1.52
H 1.57 -2.59 -2.78
H 2.18 -1.49 -4.03
H -2.12 1.71 -1.25
H -4.22 2.12 -2.49
H -4.67 1.00 -4.62
H -3.04 -0.56 -5.62
H -0.37 -1.64 -5.04
H 0.28 4.14 0.07
H 1.27 5.53 1.87
H 3.61 5.23 2.55
H 5.06 3.55 1.48
H 4.86 1.45 -0.57
Cl 1.12 -5.14 -1.42
C -0.38 -4.38 -1.03
C -1.58 -5.11 -1.17
C -2.78 -4.54 -0.87
Cl -4.24 -5.45 -1.05
C -2.86 -3.19 -0.41
C -4.04 -2.51 -0.06
C -3.95 -1.21 0.36
C -2.70 -0.58 0.43
N -1.57 -1.19 0.12
C -1.65 -2.49 -0.29
C -0.40 -3.09 -0.59
O 0.67 -2.33 -0.42
H -1.53 -6.14 -1.52
H -4.99 -3.01 -0.14
H -4.84 -0.65 0.64
H -2.63 0.45 0.74
```

***

# 4
Computed, not measured: C39H30Br4FeGe2O4 as an isolated structure at a distorted geometry, with wB97M-V/def2-TZVPD.

Output
Total energy, a.u.: -17518.725759
Frontier orbital gap (alpha / beta), eV: 8.3 / 8.1
E_LUMO (alpha / beta), eV: 0.08 / -0.15
2S+1: 5
Highest occupied orbital energy (alpha / beta), eV: -8.229 / -8.276

XYZ file:
```
80
C39H30Br4FeGe2O4 (wB97M-V/def2-TZVPD)
Fe 0.51 -0.23 0.31
Br -1.90 -6.59 0.48
C -0.79 -5.13 0.96
C 0.55 -5.33 1.26
Br 1.18 -7.10 1.66
C 1.41 -4.26 1.47
Br 3.29 -4.52 1.76
C 0.97 -2.91 1.36
O 1.73 -1.74 1.54
C -0.40 -2.74 1.05
O -0.88 -1.51 0.83
C -1.29 -3.84 0.86
Br -3.03 -3.56 0.31
Ge 1.94 -1.41 3.45
C 3.46 -0.17 3.36
C 3.73 0.51 2.16
C 4.72 1.45 2.06
C 5.50 1.73 3.21
C 5.32 1.01 4.36
C 4.29 0.10 4.46
C 0.19 -0.72 3.89
C -0.78 -1.64 4.29
C -2.07 -1.19 4.56
C -2.48 0.10 4.32
C -1.53 1.03 3.88
C -0.22 0.61 3.73
H 2.16 -2.68 4.18
H 3.21 0.31 1.22
H 4.97 2.08 1.18
H 6.24 2.54 3.26
H 5.88 1.20 5.27
H 4.07 -0.31 5.44
H -0.55 -2.68 4.30
H -2.86 -1.93 4.86
H -3.49 0.48 4.53
H -1.78 2.05 3.72
H 0.52 1.37 3.56
O 0.45 3.55 0.49
C 0.95 2.68 -0.23
O 1.25 1.44 0.17
C 1.45 3.02 -1.64
C 0.45 2.89 -2.80
Ge -0.89 1.36 -2.72
C -2.15 1.74 -1.14
C -2.48 0.77 -0.23
C -3.26 1.09 0.92
C -3.58 2.44 1.18
C -3.22 3.41 0.23
C -2.50 3.08 -0.92
C -1.94 1.27 -4.33
C -2.74 2.32 -4.73
C -3.40 2.22 -5.95
C -3.17 1.10 -6.77
C -2.32 0.06 -6.40
C -1.70 0.15 -5.15
C 0.08 -0.38 -2.51
C 1.47 -0.33 -2.52
C 2.21 -1.43 -2.26
C 1.67 -2.67 -2.02
C 0.30 -2.77 -2.09
C -0.53 -1.67 -2.29
H 2.33 2.40 -1.86
H 1.75 4.09 -1.64
H 1.03 2.68 -3.75
H -0.07 3.80 -3.15
H -2.19 -0.23 -0.39
H -3.53 0.25 1.54
H -3.99 2.69 2.15
H -3.38 4.48 0.43
H -2.14 3.84 -1.58
H -2.88 3.23 -4.14
H -4.08 3.06 -6.21
H -3.74 1.08 -7.68
H -2.01 -0.74 -7.08
H -1.03 -0.63 -4.83
H 1.95 0.62 -2.76
H 3.26 -1.22 -2.22
H 2.26 -3.58 -1.89
H -0.14 -3.72 -1.96
H -1.60 -1.81 -2.36
```

***

# 5
Computed, not measured: C39H30BrF6N3O9PS2SeY as an isolated structure, with wB97M-V/def2-TZVPD.

Output
Total energy, a.u.: -9096.660911
Frontier orbital gap, eV: 6.8
E_LUMO, eV: 4.08
Net charge: -2
Highest occupied orbital energy, eV: -2.768

XYZ file:
```
93
C39H30BrF6N3O9PS2SeY (wB97M-V/def2-TZVPD)
Y -0.43 -0.79 -0.46
O 3.81 -1.38 0.49
C 2.62 -1.64 0.45
O 1.71 -0.81 0.04
C 2.10 -2.97 0.99
C 0.96 -2.73 2.01
C 0.77 -3.97 2.88
C 0.08 -4.95 1.89
C 0.01 -4.10 0.63
O -0.22 -2.78 1.16
C 1.39 -3.94 -0.02
C 1.23 -3.39 -1.45
O 2.04 -3.75 -2.30
O 0.22 -2.62 -1.63
H 2.94 -3.46 1.46
H 0.98 -1.79 2.54
H 1.73 -4.34 3.25
H 0.14 -3.74 3.73
H 0.64 -5.87 1.72
H -0.92 -5.20 2.23
H -0.79 -4.34 -0.07
H 1.93 -4.88 -0.09
Br -3.15 -1.67 -1.53
C -3.01 -0.96 -3.30
C -4.09 -1.14 -4.11
C -4.05 -0.65 -5.43
C -2.94 0.01 -5.87
C -1.82 0.21 -5.03
C -0.67 0.89 -5.50
C 0.39 1.08 -4.67
C 0.36 0.59 -3.34
C -0.71 -0.09 -2.80
C -1.82 -0.28 -3.69
H -4.96 -1.67 -3.74
H -4.90 -0.79 -6.08
H -2.90 0.40 -6.88
H -0.67 1.27 -6.52
H 1.27 1.61 -5.02
H 1.24 0.78 -2.73
N 2.67 1.87 -0.60
C 3.09 2.72 0.41
C 4.18 3.59 0.19
C 4.63 4.43 1.19
C 4.03 4.43 2.44
C 2.95 3.59 2.66
C 2.44 2.75 1.66
P 0.94 1.73 1.97
C 1.46 1.04 3.60
C 0.83 1.28 4.81
C 1.28 0.65 5.97
C 2.35 -0.22 5.93
C 2.99 -0.47 4.71
C 2.54 0.15 3.56
C -0.30 3.00 2.43
C -0.12 4.37 2.31
C -1.16 5.25 2.61
C -2.38 4.76 3.04
C -2.58 3.39 3.14
C -1.55 2.52 2.82
H 2.37 0.95 -0.29
H 3.32 1.79 -1.36
H 4.67 3.57 -0.77
H 5.47 5.08 0.99
H 4.39 5.07 3.24
H 2.46 3.58 3.63
H -0.02 1.94 4.87
H 0.76 0.83 6.91
H 2.69 -0.72 6.83
H 3.82 -1.15 4.66
H 3.04 -0.05 2.62
H 0.82 4.77 1.96
H -1.01 6.31 2.50
H -3.19 5.44 3.26
H -3.54 2.99 3.43
H -1.73 1.45 2.86
Se -3.61 3.43 -0.59
C -2.34 2.16 -0.43
N -1.52 1.35 -0.34
F -5.36 -1.54 2.92
C -4.43 -0.79 2.31
F -4.88 -0.47 1.10
F -4.26 0.33 3.02
S -2.86 -1.75 2.15
O -1.94 -0.77 1.61
O -3.23 -2.86 1.32
N -2.51 -2.28 3.58
S -1.89 -1.47 4.79
O -2.03 -0.04 4.72
O -0.65 -2.03 5.22
C -3.08 -1.98 6.10
F -3.10 -3.31 6.26
F -2.72 -1.43 7.27
F -4.32 -1.58 5.82
```